*one*
This record from OMol25 describes a gas-phase ion, C5H14N2P (charge +1). The level of theory is wB97M-V/def2-TZVPD.

Element x y z (Å)
H  -0.343  -1.591  1.376
H  -1.012  2.342  2.653
H  1.828  0.355  -3.632
C  1.240  -0.472  -1.645
H  -1.829  -0.926  1.964
P  -0.375  -1.189  -1.088
H  2.249  -1.463  0.009
C  1.261  0.510  -2.752
H  3.195  -0.051  -0.931
N  -1.326  1.447  2.272
H  0.231  0.790  -3.017
H  -1.112  -1.486  -2.254
H  -0.220  -2.697  -0.945
C  -0.294  0.368  2.043
N  -1.471  -0.560  -0.022
C  -1.013  -0.714  1.327
H  -2.107  0.132  -0.350
C  2.317  -0.694  -0.831
H  0.213  0.050  2.928
H  1.825  1.422  -2.430
H  0.524  0.784  1.364
H  -1.938  1.038  3.118

Molar mass   133.2 g/mol
Highest occupied orbital energy   -0.484 Eh
Total charge   +1
HOMO-LUMO gap   9.14 eV

---

*two*
This record from OMol25 describes a gas-phase ion, C5H14N2P (charge +1). The level of theory is wB97M-V/def2-TZVPD.

Element x y z (Å)
N  1.457  0.196  1.088
C  1.609  1.595  0.948
H  0.362  -0.527  -2.425
H  -2.944  0.766  1.737
H  0.699  2.025  0.441
C  -2.519  0.128  -0.400
N  -1.238  0.716  0.122
C  -2.303  0.229  1.039
H  -3.003  0.823  -0.947
H  1.479  0.625  -1.721
H  -0.103  -1.992  1.810
H  -2.440  -0.899  -0.708
C  0.020  -2.033  0.670
C  1.017  -0.364  -1.625
H  1.740  2.162  1.937
P  0.377  -0.380  0.044
H  1.699  -0.196  1.982
H  -2.300  -0.830  1.547
H  -0.876  -2.612  0.247
H  2.414  1.752  0.180
H  0.943  -2.717  0.334
H  1.741  -1.105  -1.493

Molar mass   133.2 g/mol
Highest occupied orbital energy   -0.506 Eh
Total charge   +1
HOMO-LUMO gap   10.94 eV

---

Stability comparison, relative energies in kcal/mol: *one* 10.3; *two* 0.0

---

*one*
This record from OMol25 describes 2 unconnected molecules or ions with the total composition C2H4N2OS. The level of theory is wB97M-V/def2-TZVPD.

Element x y z (Å)
H  0.623  -2.366  1.163
H  -1.407  0.504  1.158
H  0.253  0.429  1.993
H  0.807  1.033  -2.934
S  -1.742  -1.661  0.100
N  0.457  1.325  -0.700
C  -1.011  -0.499  0.948
O  1.148  -1.503  1.292
C  0.620  1.102  -1.826
N  0.217  -0.449  1.396

Expectation value of S²   2.006
Spin multiplicity   3
Molar mass   104.1 g/mol
Highest occupied orbital energy (alpha / beta)   -0.179 / -0.318 Eh
Total charge   0
HOMO-LUMO gap (alpha / beta)   5.72 / 6.20 eV

---

*two*
This record from OMol25 describes C2H4N2OS in the gas phase. The level of theory is wB97M-V/def2-TZVPD.

Element x y z (Å)
C  -0.741  0.665  -1.461
H  -0.893  -1.503  -0.723
N  -0.318  1.804  0.424
H  -0.655  0.556  -2.599
C  -0.639  -0.371  -0.538
H  1.288  -0.856  2.419
O  -0.392  1.856  -0.886
N  0.934  -1.242  1.550
S  -0.239  0.269  1.075
H  1.656  -1.177  0.739

Expectation value of S²   2.017
Spin multiplicity   3
Molar mass   104.1 g/mol
Highest occupied orbital energy (alpha / beta)   -0.231 / -0.360 Eh
Total charge   0
HOMO-LUMO gap (alpha / beta)   7.15 / 8.18 eV

---

Stability comparison, relative energies in kcal/mol: *one* 2.7; *two* 0.0

---

*one*
This record from OMol25 describes a molecular structure, C6H6O3. The level of theory is wB97M-V/def2-TZVPD.

Element x y z (Å)
O  -0.050  -1.167  0.992
C  0.667  1.018  0.681
H  -2.165  0.994  -0.259
H  -1.367  0.255  1.955
O  2.639  0.170  -0.199
C  1.452  0.030  -0.056
H  -0.148  -0.494  -1.994
O  -0.123  1.732  -0.406
C  0.406  -1.164  -0.274
C  -0.706  -0.626  -1.048
H  1.414  1.652  1.180
H  1.109  -1.958  -0.465
H  -1.555  -1.269  -0.924
C  -1.060  0.646  -0.256
C  -0.512  0.181  1.073

Molar mass   126.1 g/mol
Highest occupied orbital energy   -0.339 Eh
Total charge   0
HOMO-LUMO gap   9.96 eV

---

*two*
This record from OMol25 describes C6H6O3 in the gas phase. The level of theory is wB97M-V/def2-TZVPD.

Element x y z (Å)
C  1.628  1.546  1.411
H  2.174  2.336  2.086
H  -0.234  -0.544  -2.235
H  -2.618  -1.189  -2.753
H  -2.109  -1.997  0.504
C  -0.891  -0.999  -1.473
C  1.806  1.473  0.070
O  -1.375  -1.403  0.895
O  -2.037  -1.505  -1.861
C  0.471  0.488  1.660
C  -0.634  -0.953  -0.132
O  1.127  0.548  -0.611
H  2.523  1.950  -0.445
C  0.422  -0.178  0.422
H  -0.255  0.427  2.463

Molar mass   126.1 g/mol
Highest occupied orbital energy   -0.269 Eh
Total charge   0
HOMO-LUMO gap   7.59 eV

---

Stability comparison, relative energies in kcal/mol: *one* 2.1; *two* 0.0

---

*one*
This record from OMol25 describes 2 unconnected molecules or ions with the total composition CH2O2S. The level of theory is wB97M-V/def2-TZVPD.

Element x y z (Å)
S  2.474  -0.060  0.428
O  -2.232  -0.826  -0.105
H  -0.682  0.006  0.539
C  1.315  0.249  -0.551
H  -2.798  -1.554  0.117
O  -0.769  -0.871  0.283

Molar mass   78.1 g/mol
Highest occupied orbital energy   -0.382 Eh
Total charge   0
HOMO-LUMO gap   10.13 eV

---

*two*
This record from OMol25 describes 2 unconnected molecules or ions with the total composition CH2O2S. The level of theory is wB97M-V/def2-TZVPD.

Element x y z (Å)
O  0.209  -1.019  1.892
C  0.963  -0.193  1.671
O  -0.387  -0.585  -1.755
H  0.621  0.192  -0.239
S  -0.155  0.747  -1.249
H  -1.251  0.858  -0.319

Molar mass   78.1 g/mol
Highest occupied orbital energy   -0.355 Eh
Total charge   0
HOMO-LUMO gap   9.92 eV

---

*three*
This record from OMol25 describes CH2O2S in the gas phase. The level of theory is wB97M-V/def2-TZVPD.

Element x y z (Å)
O  -1.076  1.161  0.037
O  -1.160  -1.042  -0.056
C  -0.478  0.112  0.012
H  1.708  -1.316  0.506
H  -2.190  -0.941  0.132
S  1.327  0.039  -0.035

Molar mass   78.1 g/mol
Highest occupied orbital energy   -0.377 Eh
Total charge   0
HOMO-LUMO gap   10.56 eV

---

*four*
This record from OMol25 describes CH2O2S in the gas phase. The level of theory is wB97M-V/def2-TZVPD.

Element x y z (Å)
H  -0.781  -1.808  -0.301
O  -1.041  1.178  -0.051
O  -1.127  -0.997  0.065
C  -0.464  0.162  0.048
S  1.200  -0.112  -0.025
H  1.718  1.175  0.311

Molar mass   78.1 g/mol
Highest occupied orbital energy   -0.382 Eh
Total charge   0
HOMO-LUMO gap   10.74 eV

---

Stability comparison, relative energies in kcal/mol: *one* 127.5; *two* 58.9; *three* 1.2; *four* 0.0

---

*one*
This record from OMol25 describes 2 unconnected molecules or ions with the total composition C5H11O3. The level of theory is wB97M-V/def2-TZVPD.

Element x y z (Å)
O  0.835  3.289  1.789
H  -3.553  -1.122  -0.502
H  -2.014  -0.555  1.160
H  -1.804  1.102  0.425
H  -3.912  0.629  -0.553
O  2.552  -0.889  0.437
C  0.575  0.072  -0.165
H  -0.969  -1.253  -1.052
H  -1.044  0.323  -1.631
H  -2.808  -0.037  -1.646
H  0.383  0.322  1.012
C  1.590  -1.161  -0.324
H  -0.075  3.003  1.398
O  1.089  -2.131  -0.873
C  -1.919  0.074  0.201
H  1.303  2.606  1.201
C  -3.183  -0.110  -0.646
C  -0.791  -0.241  -0.772
H  1.053  1.025  -0.396

Molar mass   119.1 g/mol
Highest occupied orbital energy   -0.138 Eh
Total charge   -1
HOMO-LUMO gap   7.30 eV

---

*two*
This record from OMol25 describes 2 unconnected molecules or ions with the total composition C5H11O3. The level of theory is wB97M-V/def2-TZVPD.

Element x y z (Å)
H  -1.001  -1.757  3.010
C  -0.987  -1.286  0.905
H  -2.002  -1.662  0.784
H  0.001  -2.843  1.935
C  -0.183  -1.545  -0.360
H  -0.824  -1.504  -1.241
H  2.067  2.192  -2.295
H  1.664  1.281  -0.813
O  -0.760  1.984  -0.688
H  0.516  -1.211  2.382
C  -0.337  -1.856  2.157
O  -0.341  3.034  -2.635
H  1.939  3.000  -0.768
C  -0.015  2.422  -1.605
H  0.392  -2.472  -0.385
C  1.498  2.205  -1.366
O  -1.189  0.107  1.123
H  0.538  -0.724  -0.452
H  -0.977  0.634  0.312

Molar mass   119.1 g/mol
Highest occupied orbital energy   -0.162 Eh
Total charge   -1
HOMO-LUMO gap   8.14 eV

---

*three*
This record from OMol25 describes 2 unconnected molecules or ions with the total composition C5H11O3. The level of theory is wB97M-V/def2-TZVPD.

Element x y z (Å)
H  -2.391  -0.631  -0.358
C  1.826  -0.163  -0.795
O  -0.214  2.600  -2.238
H  -0.253  0.483  2.476
C  0.419  -0.832  -0.651
H  -1.674  -1.905  0.744
H  -0.667  0.867  0.083
H  0.657  -1.850  -0.305
C  -0.417  -0.144  0.413
H  0.680  2.224  -2.151
H  -2.352  -0.451  1.397
C  0.292  -0.111  1.751
H  -0.590  2.412  -1.372
H  1.323  0.234  1.652
H  0.022  -0.964  -1.650
H  0.483  -1.122  2.127
O  1.833  1.041  -1.180
C  -1.789  -0.828  0.534
O  2.811  -0.860  -0.478

Molar mass   119.1 g/mol
Highest occupied orbital energy   -0.160 Eh
Total charge   -1
HOMO-LUMO gap   8.07 eV

---

*four*
This record from OMol25 describes 2 unconnected molecules or ions with the total composition C5H11O3. The level of theory is wB97M-V/def2-TZVPD.

Element x y z (Å)
C  -2.077  -0.920  -0.715
H  4.476  -1.081  -0.848
O  2.582  0.897  -0.401
O  -1.357  -0.454  -1.823
C  -2.233  0.194  0.331
H  1.613  -0.561  0.570
H  -3.000  -1.360  -1.083
H  3.723  0.088  -0.007
C  0.262  1.019  0.217
H  0.084  2.041  -0.035
H  -1.537  -1.758  -0.183
O  4.429  -0.708  0.029
H  -2.446  1.164  -0.156
C  1.503  0.429  0.096
H  -1.062  1.130  1.837
C  -0.838  0.381  1.044
H  -0.556  0.026  -1.515
H  -0.538  -0.520  1.566
H  -3.029  -0.008  1.077

Molar mass   119.1 g/mol
Highest occupied orbital energy   -0.119 Eh
Total charge   -1
HOMO-LUMO gap   7.07 eV

---

Stability comparison, relative energies in kcal/mol: *one* 46.2; *two* 9.0; *three* 0.0; *four* 41.4

---

*one*
This record from OMol25 describes 2 unconnected molecules or ions with the total composition C5H11O3. The level of theory is wB97M-V/def2-TZVPD.

Element x y z (Å)
H  -0.210  0.539  -1.357
C  -1.561  -1.583  0.345
H  -2.429  -1.525  -0.302
C  1.107  2.773  1.430
C  0.370  -2.436  -1.082
H  0.466  2.286  2.171
H  1.112  -2.017  -1.764
H  2.114  2.360  1.553
H  -1.389  -2.629  0.625
H  0.421  -0.675  0.177
O  -0.430  3.428  -0.201
C  -0.300  -1.182  -0.464
O  -0.680  -0.323  -1.523
H  -0.250  -3.141  -1.629
C  0.447  2.568  0.046
H  1.131  3.840  1.642
H  -1.705  -1.001  1.253
H  0.944  -2.884  -0.263
O  0.842  1.602  -0.657

Molar mass   119.1 g/mol
Highest occupied orbital energy   -0.166 Eh
Total charge   -1
HOMO-LUMO gap   8.36 eV

---

*two*
This record from OMol25 describes 2 unconnected molecules or ions with the total composition C5H11O3. The level of theory is wB97M-V/def2-TZVPD.

Element x y z (Å)
C  -1.777  -0.216  0.240
C  -1.135  -2.029  1.941
H  -0.386  -2.819  1.998
H  1.419  1.861  -3.276
H  1.907  3.026  -1.899
H  -2.479  0.157  0.997
H  -2.378  -0.887  -0.386
H  -1.441  0.584  -0.405
H  -1.041  -1.626  2.960
H  2.978  1.753  -2.585
C  1.568  0.974  -1.287
H  0.557  0.600  1.097
H  -2.144  -2.362  1.720
O  1.614  -0.202  -1.710
C  1.945  2.033  -2.344
O  1.294  1.394  -0.134
O  0.097  0.012  1.760
C  -0.672  -0.922  1.008
H  0.073  -1.332  0.305

Molar mass   119.1 g/mol
Highest occupied orbital energy   -0.166 Eh
Total charge   -1
HOMO-LUMO gap   8.51 eV

---

*three*
This record from OMol25 describes 2 unconnected molecules or ions with the total composition C5H11O3. The level of theory is wB97M-V/def2-TZVPD.

Element x y z (Å)
C  0.738  -0.400  -0.148
H  -0.162  1.511  -0.464
C  -0.366  0.237  -2.334
H  1.230  -3.557  -1.412
H  -1.249  -0.183  -2.061
H  0.433  -0.958  1.940
H  0.272  -1.316  -0.533
H  0.581  -2.279  -2.080
O  0.399  1.375  2.599
H  1.746  -0.606  0.037
C  0.437  0.800  -1.117
H  -0.843  1.150  -2.885
O  0.734  -3.228  -2.226
C  -0.450  1.062  1.759
H  0.147  -0.254  -2.953
H  1.225  1.423  -1.438
H  -1.111  -0.933  0.921
C  -0.143  -0.344  1.177
O  -1.580  1.588  1.489

Molar mass   119.1 g/mol
Highest occupied orbital energy   -0.149 Eh
Total charge   -1
HOMO-LUMO gap   7.43 eV

---

Stability comparison, relative energies in kcal/mol: *one* 1.4; *two* 0.0; *three* 42.4